{
  "formula": "C4H12S",
  "method": "ωB97M-V with the def2-TZVPD basis set",
  "elements": ["C", "S", "C", "H", "H", "H", "H", "H", "H", "C", "C", "H", "H", "H", "H", "H", "H"],
  "coordinates": [[0.78780, -1.07521, 0.51295], [-1.01805, -0.86348, 0.85154], [-1.43262, -2.61168, 1.09666], [1.19285, -1.61056, 1.37534], [1.02608, -1.73347, -0.31614], [1.14616, -0.05954, 0.55494], [-1.97914, -2.69637, 2.02819], [-0.58086, -3.26079, 0.91311], [-2.08880, -2.92955, 0.27521], [1.11539, 1.92476, -1.88683], [1.27245, 3.33507, -1.26869], [0.04241, 1.76102, -1.97837], [1.61294, 1.85307, -2.84899], [1.53753, 1.18804, -1.20571], [0.92550, 4.01513, -2.05246], [0.59348, 3.47272, -0.43084], [2.30103, 3.53075, -0.98465]],
  "forces_ev_per_angstrom": [[-1.0, -0.5, 1.5], [0.9, -0.4, -0.4], [-0.8, 0.1, -1.3], [0.0, 0.3, 0.2], [-0.1, 0.7, -0.6], [0.6, 0.0, -0.6], [0.4, -0.5, 0.2], [0.3, 0.1, 0.9], [-0.2, 0.2, 0.3], [-0.1, 0.7, 1.0], [-0.4, -0.5, -1.0], [0.1, -0.4, -0.3], [0.0, -0.1, -0.1], [-0.1, -0.2, -0.2], [0.4, 0.4, 0.3], [0.2, -0.1, 0.2], [0.0, 0.3, 0.0]],
  "de_lowest_ev": 0.496,
  "total_charge": 0,
  "multiplicity": 1,
  "e_homo_ev": -8.4,
  "smiles": "CSC.CC"
}

{
  "formula": "C5H10N2O",
  "method": "ωB97M-V with the def2-TZVPD basis set",
  "elements": ["N", "C", "C", "C", "O", "N", "C", "C", "H", "H", "H", "H", "H", "H", "H", "H", "H", "H"],
  "coordinates": [[-2.88560, -1.07090, -0.14721], [-1.56270, -0.23999, 0.03179], [-0.39407, -1.20299, 0.01822], [0.97892, -0.66020, -0.24508], [1.92824, -1.47189, -0.12146], [1.09754, 0.68710, -0.59464], [1.13116, 1.47081, 0.55696], [2.36636, 1.34110, -0.28022], [-3.69441, -0.45571, 0.01271], [-2.91232, -1.27278, -1.18556], [-1.75415, 0.27731, 0.99041], [-1.28450, 0.45808, -0.77214], [-0.32857, -1.85435, 0.89552], [-0.50012, -1.97688, -0.69636], [1.20028, 0.95724, 1.52867], [0.60914, 2.35136, 0.68424], [3.11067, 0.66608, 0.28198], [2.89412, 1.99661, -0.95783]],
  "forces_ev_per_angstrom": [[1.6, 1.2, -1.9], [-1.7, -1.1, 0.0], [-0.1, 0.2, 1.5], [2.3, -3.2, 0.5], [-1.9, 2.7, -0.7], [0.5, -1.1, -1.5], [1.5, 0.5, 2.2], [1.4, -2.3, 2.0], [0.5, -0.2, -0.1], [-0.2, 0.1, 1.5], [0.7, -0.1, -0.5], [-1.0, 0.2, 0.2], [0.0, 0.5, 0.3], [-0.5, -0.5, -1.4], [0.1, 0.0, -0.4], [-1.3, 1.8, -0.5], [-1.1, 0.9, -1.3], [-0.9, 0.4, -0.1]],
  "de_lowest_ev": 2.553,
  "total_charge": 0,
  "multiplicity": 1,
  "e_homo_ev": -9.8,
  "smiles": "NCCC(=O)N1CC1"
}